# 1
A molecular structure, C5H3NO at a distorted geometry, computed with ωB97M-V/def2-TZVPD.

Each line ends with the natural charge from an NBO analysis.
Atoms and positions in Å:
1 N -0.76323 1.81106 -2.36683  -0.3233
2 C -0.37790 1.26085 -1.42368  0.2673
3 C 0.01843 0.51157 -0.29790  -0.3299
4 C -0.61917 0.60894 0.90808  0.2741
5 O -0.53568 -0.45331 1.64599  -0.4809
6 C 0.44943 -1.47245 0.56683  0.1064
7 C 0.83916 -0.67858 -0.41628  -0.2474
8 H -1.08910 1.54724 1.21403  0.2093
9 H 0.46215 -2.22756 1.30021  0.2428
10 H 1.60375 -0.72712 -1.20856  0.2817

Results
E_LUMO (Ha): 0.0144
Highest occupied orbital energy (eV): -9.1
Gap between HOMO and LUMO (eV): 9.53
2S+1: 1
ΔE to the lowest compared entry with this formula, charge and spin (kJ/mol): 209.8



# 2
A single C5H3NO2 molecule at a distorted geometry, computed with ωB97M-V/def2-TZVPD.

Each line ends with the natural charge from an NBO analysis.
Atoms and positions in Å:
1 C -0.18304 -1.02265 -1.74840  0.3566
2 C 0.02147 -0.36424 -0.47457  -0.2458
3 C 0.67968 0.88423 -0.42811  0.0669
4 C -0.05772 0.82041 1.73585  0.0272
5 C -0.56600 -0.48524 1.05827  0.5306
6 H 0.03456 -0.20399 -2.58448  0.1488
7 H 1.08761 1.43157 -1.14185  0.1948
8 H -0.01915 1.01070 2.86814  0.2326
9 N 0.43605 1.61712 0.82903  -0.3938
10 O -0.33646 -2.31154 -1.74192  -0.4917
11 O -1.09699 -1.37638 1.62804  -0.4263

Results
E_LUMO (Ha): -0.0698
Highest occupied orbital energy (eV): -10.0
Gap between HOMO and LUMO (eV): 8.07
2S+1: 1
ΔE to the lowest compared entry with this formula, charge and spin (kJ/mol): 266.6



# 3
A molecular structure, C5H3NO3S2 at a distorted geometry, computed with ωB97M-V/def2-TZVPD.

Each line ends with the natural charge from an NBO analysis.
Atoms and positions in Å:
1 C 0.03013 1.30362 0.58696  -0.2643
2 C 0.89677 2.07055 1.34399  -0.4722
3 C 1.88250 0.87554 -0.65888  -0.3522
4 C 0.63025 0.58588 -0.55143  -0.2578
5 C -0.27698 -1.00630 -1.33786  0.7968
6 N -1.15539 -1.23964 -0.52735  -0.8908
7 O -3.46336 -2.01742 0.49126  -1.0646
8 O 0.23425 -1.20407 -2.40394  -0.7115
9 O -1.47175 -3.42472 0.83847  -1.0688
10 S 2.48379 2.05786 0.76063  0.0882
11 S -2.23382 -2.58035 -0.18702  1.5590
12 H -0.99171 0.97613 0.90664  0.2364
13 H 0.69381 2.72386 2.22512  0.2021
14 H 2.74152 0.87905 -1.48659  0.1996

Results
Total charge: -2
E_LUMO (Ha): 0.1843
Highest occupied orbital energy (eV): 0.2
Gap between HOMO and LUMO (eV): 4.79
2S+1: 1
ΔE to the lowest compared entry with this formula, charge and spin (kJ/mol): 79.9



# 4
2 unconnected molecules or ions with the total composition C5H3NO6 at a distorted geometry, computed with ωB97M-V/def2-TZVPD.

Each line ends with the natural charge from an NBO analysis.
Atoms and positions in Å:
1 C 2.66470 -0.93789 0.20275  0.8380
2 C -2.47550 -0.75198 -0.09390  0.7365
3 C 0.32867 0.98098 -0.67385  0.5923
4 C -1.07414 -1.26023 -0.21026  -0.0680
5 C 0.04709 -0.37334 -0.61302  -0.0844
6 N 3.12146 0.05799 -0.20465  -0.7887
7 O -2.58761 0.37473 0.49067  -0.7911
8 O -0.27659 1.75857 0.35346  -0.7991
9 O 2.45243 -1.99878 0.69309  -0.6367
10 O -3.38321 -1.51416 -0.47364  -0.7639
11 O 1.35426 1.47166 -1.25774  -0.8176
12 O -0.33592 -1.41590 -1.49706  -0.5347
13 H -0.94275 -2.10176 0.42546  0.1628
14 H -1.22429 1.25169 0.48640  0.5142
15 H 2.66372 0.82012 -0.63220  0.4406

Results
Total charge: -2
E_LUMO (Ha): 0.2300
Highest occupied orbital energy (eV): 0.8
Gap between HOMO and LUMO (eV): 5.49
2S+1: 1
ΔE to the lowest compared entry with this formula, charge and spin (kJ/mol): 210.1



# 5
A single C5H4 molecule at a distorted geometry, computed with ωB97M-V/def2-TZVPD.

Each line ends with the natural charge from an NBO analysis.
Atoms and positions in Å:
1 C -2.08580 0.05486 0.00640  -0.6829
2 C -0.53586 -0.18246 0.03184  0.1138
3 C 0.63485 -0.35820 0.03172  -0.1506
4 C 2.01091 -0.27720 0.01237  -0.0612
5 C 3.22274 0.12363 -0.03732  -0.1908
6 H -2.32841 0.70385 -0.85263  0.2404
7 H -2.66613 -0.87458 -0.26366  0.2412
8 H -2.52180 0.47999 0.96012  0.2447
9 H 4.26950 0.33010 0.11117  0.2454

Results
E_LUMO (Ha): 0.0335
Highest occupied orbital energy (eV): -9.3
Gap between HOMO and LUMO (eV): 10.20
2S+1: 1
ΔE to the lowest compared entry with this formula, charge and spin (kJ/mol): 64.0



# 6
14 unconnected molecules or ions with the total composition C5H40N2O14 at a distorted geometry, computed with ωB97M-V/def2-TZVPD.

Each line ends with the natural charge from an NBO analysis.
Atoms and positions in Å:
1 C 2.56636 1.76101 1.06926  -0.0794
2 O 3.20166 2.39861 -0.02634  -0.7466
3 C 1.25650 1.22498 0.49488  -0.0826
4 C 0.37298 0.72450 1.63774  -0.4543
5 C -1.11092 0.48279 1.35286  -0.2534
6 C -3.32371 1.28195 1.22821  0.1086
7 N -2.08887 1.57763 1.21171  -0.3821
8 N 1.71000 0.10237 -0.41162  -0.6923
9 H 2.36779 2.56445 1.78851  0.1965
10 H 3.18783 0.97560 1.49699  0.1861
11 H 3.82441 3.06942 0.23437  0.4983
12 H 0.91734 2.05372 -0.10025  0.2635
13 H 0.44251 1.30162 2.54964  0.2825
14 H 0.85690 -0.20626 1.95082  0.2509
15 H -1.44976 -0.10515 2.19977  0.2744
16 H -1.19842 -0.08334 0.42923  0.2160
17 H -4.12298 1.98214 1.04836  0.2346
18 H -3.47841 0.22752 1.44777  0.2217
19 H -1.83252 2.55910 0.97556  0.4726
20 H 2.49273 -0.39739 0.01799  0.4653
21 H 0.96541 -0.58257 -0.53287  0.4502
22 H 1.96444 0.41341 -1.34615  0.4489
23 H -0.64336 -4.89513 0.15546  0.5001
24 H -2.17294 -4.89233 0.29142  0.5036
25 O -1.36185 -4.60468 0.72328  -0.9704
26 H 0.04897 1.08779 5.23795  0.4909
27 H 0.04636 -0.33357 4.79136  0.4789
28 O -0.11748 0.55389 4.45402  -0.9601
29 H 1.14367 -0.50019 -3.30232  0.5322
30 H 0.20361 0.23828 -4.52809  0.5262
31 O 0.34687 -0.08547 -3.63871  -1.0213
32 H -2.23746 -1.54546 -4.36652  0.4798
33 H -0.93572 -1.62517 -3.57332  0.4912
34 O -1.78217 -2.08044 -3.71015  -0.9775
35 H 0.64384 5.26854 -1.16177  0.5002
36 H 0.48673 3.74042 -1.41836  0.5105
37 O 0.65453 4.41217 -0.73763  -0.9835
38 H -1.11372 -2.57950 2.91959  0.4840
39 H -1.65962 -3.05704 1.49998  0.5047
40 O -1.56707 -2.30969 2.12160  -1.0061
41 H 1.33406 -3.25203 0.12436  0.4956
42 H -0.05042 -2.64984 0.36401  0.5175
43 O 0.85679 -2.41767 0.10652  -0.9869
44 H 3.44694 -1.87078 2.44271  0.4989
45 H 4.35520 -0.60851 2.17039  0.4975
46 O 3.54156 -1.05833 1.93982  -0.9836
47 H -0.49488 4.18764 0.58182  0.5163
48 H -1.13296 4.78490 1.91766  0.5069
49 O -1.24779 4.15595 1.21130  -1.0079
50 H -1.23743 2.24181 -1.89369  0.5120
51 H -0.04813 1.33583 -2.69410  0.5124
52 O -0.32798 2.07448 -2.13516  -1.0443
53 H -0.71363 -4.74184 -2.69939  0.4894
54 H -1.64858 -3.62948 -2.26588  0.5041
55 O -0.96078 -4.21927 -1.92762  -0.9949
56 H -3.72217 1.15482 -1.42772  0.4855
57 H -2.79920 0.41580 -2.47702  0.5011
58 O -2.83072 0.87404 -1.63553  -0.9768
59 H 2.68847 -2.63812 -2.27014  0.4978
60 H 1.43431 -2.34824 -1.63735  0.4940
61 O 2.05284 -1.90967 -2.26920  -0.9978

Results
Total charge: +2
E_LUMO (Ha): -0.2196
Highest occupied orbital energy (eV): -15.8
Gap between HOMO and LUMO (eV): 9.81
2S+1: 1
ΔE to the lowest compared entry with this formula, charge and spin (kJ/mol): 276.8



> What is the formula in the third record?

C5H3NO3S2



> Look up the 2S+1 of the second one.

1



> Number 4 is which compound?

C5H3NO6